Record 1
This record from OMol25 describes 2 unconnected molecules or ions with the total composition C5H11ClNP at a distorted geometry. The level of theory is the ωB97M-V functional and the def2-TZVPD basis.

Each line ends with the natural charge from an NBO analysis.
Cartesian coordinates (Å):
C  1.05405  1.05820  0.16584  -0.423
C  -0.30347  1.49843  0.68000  -0.395
C  -0.63205  0.37960  1.71988  -0.230
N  -0.21469  -0.76492  0.86691  -0.657
C  1.07838  -0.46755  0.42003  -0.233
H  1.07030  1.17024  -0.91123  0.215
H  1.84617  1.70212  0.75788  0.212
H  -0.17261  2.58433  1.13596  0.202
H  -0.95983  1.44881  -0.13156  0.199
H  -0.06079  0.50318  2.63371  0.167
H  -1.69186  0.33489  1.88785  0.199
H  -0.60939  -1.60323  1.10454  0.383
H  1.26499  -1.02472  -0.58629  0.201
H  1.75847  -0.72501  1.22347  0.172
C  -1.18493  -1.16127  -1.83469  -0.861
P  -0.54212  -2.09371  -2.99792  0.729
Cl  1.17627  -1.02853  -3.32935  -0.331
H  -2.16752  -1.38667  -1.50145  0.223
H  -0.70936  -0.42418  -1.30358  0.227

Its max |F| is 4.2 eV/Å. The multiplicity is 1. The value obtained for the HOMO energy is -8.5 eV. The value obtained for the energy relative to the best compared isomer or geometry (same formula, charge and spin) is 17.65 kcal/mol. Its LUMO energy is 0.26 eV. As for the gap between HOMO and LUMO: 0.321 Eh. As for the SMILES: C1CCNC1.C=PCl.

Record 2
This record from OMol25 describes C3H6BrN5 in the gas phase at a distorted geometry. The level of theory is the ωB97M-V functional and the def2-TZVPD basis.

Each line ends with the natural charge from an NBO analysis.
Cartesian coordinates (Å):
C  -1.59104  1.88032  0.82574  0.034
C  0.06796  0.33737  -0.11247  0.226
C  -0.10150  -1.98205  0.67398  -0.410
N  -1.82579  0.89605  1.51489  -0.193
N  -1.50559  -0.31995  1.42865  -0.128
N  -0.40868  -0.60922  0.63583  -0.279
N  1.45026  0.97963  -1.97294  -0.642
N  1.06750  0.12226  -0.98188  -0.451
Br  -0.85211  3.46579  1.28394  0.144
H  0.68836  -2.10565  1.46000  0.211
H  -0.92182  -2.57154  0.94271  0.237
H  0.24591  -2.20819  -0.32565  0.186
H  1.63807  1.85868  -1.48179  0.365
H  0.79797  1.12081  -2.74654  0.353
H  1.25050  -0.86430  -1.14447  0.349

Its max |F| is 3.4 eV/Å. The multiplicity is 1. The value obtained for the HOMO energy is -7.7 eV. The value obtained for the energy relative to the best compared isomer or geometry (same formula, charge and spin) is 85.42 kcal/mol. Its LUMO energy is 0.33 eV. As for the gap between HOMO and LUMO: 0.297 Eh.

Record 3
This record from OMol25 describes a molecular structure, C10H22Br3CuN4O6 at a distorted geometry. The level of theory is the ωB97M-V functional and the def2-TZVPD basis.

Each line ends with the Mulliken spin population.
Cartesian coordinates (Å):
Cu  -1.70063  0.36647  0.44450  0.000
N  0.59936  0.17783  -1.03094  0.000
O  1.65988  -0.22238  -1.53850  0.001
O  0.53240  0.37761  0.21953  0.000
O  -0.44071  0.25844  -1.68536  0.000
C  -3.23738  -0.08796  -3.27869  0.000
C  -3.78489  -0.51697  -1.94123  0.000
O  -3.12059  -0.29545  -0.91941  0.000
N  -4.98085  -1.13667  -1.88301  0.000
C  -5.39121  -1.99267  -0.79428  0.000
H  -3.22808  1.00394  -3.26882  0.000
H  -3.78714  -0.41746  -4.15396  0.000
H  -2.20903  -0.44344  -3.24773  0.000
H  -5.50258  -1.22524  -2.73689  0.000
H  -6.28716  -2.53716  -1.08088  0.000
H  -5.60102  -1.45332  0.12902  0.000
H  -4.63257  -2.74323  -0.55869  0.000
C  5.09861  1.04883  -1.38732  0.064
C  4.68790  1.22586  0.04927  -0.025
O  5.33040  2.11317  0.70451  0.903
N  3.68125  0.59705  0.55560  0.027
C  3.20541  0.74855  1.92432  0.013
H  4.22531  1.28207  -1.99883  0.005
H  5.41262  0.01474  -1.52600  0.005
H  5.92968  1.69811  -1.64938  0.008
H  3.07118  0.14800  -0.13892  -0.001
H  2.11994  0.70493  1.89798  -0.002
H  3.54529  1.67967  2.37623  0.001
H  3.59968  -0.05138  2.55239  -0.001
C  0.13095  2.19584  3.99711  0.000
C  -0.30956  0.81730  3.59514  0.000
O  -1.00434  0.65102  2.59847  0.000
N  0.12530  -0.20272  4.36138  0.000
C  -0.06543  -1.58805  4.00219  0.000
H  0.66012  2.14686  4.96124  0.000
H  -0.72805  2.80154  4.28348  0.000
H  0.77474  2.66438  3.26337  0.000
H  0.82816  0.01108  5.04666  0.000
H  0.77454  -1.96126  3.40811  0.000
H  -1.01484  -1.73768  3.50626  0.000
H  -0.02715  -2.19931  4.90572  0.000
C  0.25033  -0.65637  -4.65723  0.000
Br  -0.47226  -2.43162  -4.30033  0.000
Br  -0.94018  0.06817  -5.99885  0.000
Br  2.05404  -0.79306  -5.27749  0.000
H  0.16858  -0.10804  -3.72975  0.000

Its max |F| is 1.8 eV/Å. The multiplicity is 2. The value obtained for the HOMO energy (spin up / spin down) is -11.3 / -11.3 eV. Its charge is +1. The value obtained for the energy relative to the best compared isomer or geometry (same formula, charge and spin) is 0.00 kcal/mol. Its LUMO energy (spin up / spin down) is -2.71 / -7.59 eV. As for the gap between HOMO and LUMO (spin up / spin down): 0.315 / 0.136 Eh.

Record 4
This record from OMol25 describes a molecular structure, C51H56AsN3O4Si2TeTi at a distorted geometry. The level of theory is the ωB97M-V functional and the def2-TZVPD basis.

Each line ends with the Mulliken spin population.
Cartesian coordinates (Å):
Ti  5.26003  -17.52804  -8.13029  0.949
O  5.99633  -18.48979  -6.74909  -0.172
C  6.27469  -19.44577  -5.87416  -0.022
C  6.36494  -20.77273  -6.36269  -0.006
C  6.82066  -21.81571  -5.53945  0.001
C  6.97459  -21.55253  -4.16750  -0.001
C  6.74840  -20.25721  -3.64664  0.001
C  6.45114  -19.19112  -4.46074  -0.007
C  6.11510  -17.84123  -4.02206  0.001
N  4.99246  -17.34080  -4.46623  0.007
C  4.78458  -15.92751  -4.43813  0.000
C  5.08942  -15.23750  -5.72415  0.018
N  4.39670  -15.69470  -6.99521  0.031
C  3.47441  -15.00932  -7.50739  0.040
C  2.72250  -15.28419  -8.69907  -0.005
C  1.52306  -14.59667  -8.77426  0.001
C  0.69829  -14.76184  -9.87215  -0.002
C  1.11505  -15.66119  -10.86138  0.005
C  2.34204  -16.33619  -10.81214  -0.007
C  3.20275  -16.12819  -9.71961  0.006
O  4.38938  -16.55503  -9.60591  0.039
H  6.27620  -20.86155  -7.46365  -0.001
H  6.81705  -22.85228  -5.84232  0.000
H  7.01472  -22.38831  -3.54598  0.000
H  6.60332  -20.02490  -2.58515  0.000
H  6.80397  -17.18435  -3.46616  0.000
H  5.44986  -15.43404  -3.70068  -0.001
H  3.72013  -15.76106  -4.16736  0.000
H  6.18490  -15.32762  -5.83260  -0.008
H  4.93937  -14.13965  -5.51372  -0.002
H  3.20064  -14.10119  -6.99129  0.001
H  1.14845  -14.00400  -7.91125  0.000
H  -0.33514  -14.35808  -9.95217  0.000
H  0.67074  -15.70609  -11.84057  0.000
H  2.72291  -16.93707  -11.60359  0.000
C  2.21172  -22.11474  -12.87690  -0.001
C  3.12215  -21.27853  -11.96399  0.005
C  4.50414  -21.48229  -11.78576  -0.003
C  5.29226  -20.81683  -10.85792  -0.001
C  6.73359  -21.24132  -10.67708  -0.003
O  7.00024  -22.05226  -9.79009  0.000
C  7.85429  -20.85916  -11.59156  0.002
C  7.47957  -20.15761  -12.72404  -0.001
C  8.44167  -19.76361  -13.62207  0.000
C  9.75200  -19.88412  -13.23769  0.000
C  10.19604  -20.63491  -12.18850  0.000
C  9.21301  -21.14866  -11.35266  0.000
C  4.76527  -19.77251  -10.00290  0.030
O  5.60195  -19.09588  -9.28544  0.036
C  3.36265  -19.68121  -9.98975  0.023
C  2.56509  -20.41417  -10.92316  -0.002
C  2.66814  -19.12396  -8.90601  -0.025
N  3.26298  -18.54420  -7.94164  0.014
C  2.55931  -18.35864  -6.58596  0.050
C  3.13718  -19.39941  -5.67124  0.004
Te  2.12766  -20.18128  -3.81928  0.000
C  2.14122  -22.20138  -4.37361  0.000
C  0.95571  -22.91113  -4.45567  0.000
C  1.04781  -24.16804  -4.94686  0.000
C  2.23847  -24.78606  -5.24407  0.000
C  3.39981  -24.08406  -5.06301  0.000
C  3.38966  -22.76972  -4.59898  0.000
C  1.17421  -19.29144  -8.76897  0.004
C  0.60073  -20.53510  -8.41722  0.001
C  -0.73969  -20.62096  -8.09697  0.000
C  -1.58630  -19.51647  -8.07868  0.000
C  -1.04243  -18.25813  -8.40452  0.000
C  0.30901  -18.15734  -8.75533  -0.001
H  2.20423  -23.21324  -12.78229  0.000
H  2.47630  -21.98207  -13.92638  0.000
H  1.24531  -21.65661  -12.61172  0.000
H  5.02526  -22.23821  -12.42558  0.000
H  6.41167  -19.78723  -12.81983  0.000
H  8.20059  -19.12247  -14.47500  0.000
H  10.43940  -19.26876  -13.81347  0.000
H  11.22041  -20.71027  -11.84012  0.000
H  9.40337  -21.65758  -10.39738  0.000
H  1.50293  -20.53168  -10.89352  0.000
H  1.46169  -18.58879  -6.62131  0.003
H  2.66137  -17.33885  -6.18112  -0.011
H  4.09671  -19.09519  -5.37038  0.003
H  3.18087  -20.36619  -6.16545  -0.001
H  0.04697  -22.48845  -4.11832  0.000
H  0.15478  -24.69097  -5.27177  0.000
H  2.21525  -25.78075  -5.63137  0.000
H  4.35072  -24.57154  -5.24071  0.000
H  4.32500  -22.23239  -4.59381  0.000
H  1.20199  -21.46443  -8.36446  0.000
H  -1.21944  -21.56293  -7.83781  0.000
H  -2.63313  -19.60612  -7.89317  0.000
H  -1.59367  -17.39629  -8.21635  0.000
H  0.73128  -17.21427  -8.99429  0.001
C  9.05945  -18.95515  -7.91256  -0.004
Si  9.25122  -17.15518  -7.34070  0.001
C  9.09865  -17.02767  -5.43831  0.001
C  11.05799  -16.64350  -7.73530  -0.002
As  7.56970  -15.86684  -8.27339  -0.003
Si  8.21354  -15.97055  -10.51587  0.004
C  6.82244  -15.94855  -11.77285  0.002
C  9.42505  -17.38388  -11.10507  0.003
C  9.29378  -14.46281  -10.93270  -0.001
H  9.70084  -19.64907  -7.35297  0.001
H  9.55631  -18.95318  -8.85651  -0.002
H  8.05340  -19.31235  -8.03348  0.009
H  9.96229  -16.62310  -4.93893  0.000
H  8.88846  -18.04734  -5.09168  0.000
H  8.19432  -16.38256  -5.19204  0.000
H  11.57550  -17.55745  -7.39859  0.000
H  11.40030  -15.84436  -7.06591  0.000
H  11.16438  -16.50861  -8.82862  0.000
H  6.28617  -16.92975  -11.84204  -0.001
H  7.26411  -15.75232  -12.75546  0.000
H  6.14106  -15.13351  -11.50409  0.001
H  8.91023  -18.36531  -11.09148  -0.003
H  10.30052  -17.54760  -10.46651  0.000
H  9.73183  -17.26167  -12.11581  0.000
H  8.64498  -13.53547  -10.93182  0.001
H  9.76089  -14.69713  -11.94299  0.000
H  10.08686  -14.30822  -10.19447  0.000

Its max |F| is 3.8 eV/Å. The multiplicity is 2. The value obtained for the HOMO energy (spin up / spin down) is -4.0 / -3.9 eV. Its charge is -1. The value obtained for the energy relative to the best compared isomer or geometry (same formula, charge and spin) is 0.00 kcal/mol. Its LUMO energy (spin up / spin down) is 2.02 / 2.02 eV. As for the gap between HOMO and LUMO (spin up / spin down): 0.220 / 0.219 Eh.